Record 1
Density functional theory data (wB97M-V/def2-TZVPD) for 3 unconnected molecules or ions with the total composition C7H16N5O3 in a non-equilibrium geometry.

Charge: +1
Molar mass in g mol⁻¹: 218.237
E_LUMO in eV: -5.0
HOMO level in eV: -12.17

Structure (XYZ):
```
31
C7H16N5O3, DFT wB97M-V/def2-TZVPD
H -0.733 -1.075 -1.823
O 0.379 -0.218 -3.766
C 3.166 1.039 3.788
C -0.855 -0.008 -5.818
H 0.805 3.610 3.654
H -1.706 3.006 4.738
H -1.357 -3.048 -0.412
N 3.949 0.854 4.798
H -0.471 1.541 -4.369
H -0.556 -0.086 -0.379
H -0.608 -1.689 3.644
N 1.027 1.430 3.278
O 2.236 1.289 2.663
C -0.925 2.229 4.296
C 0.111 0.276 3.619
N 0.442 2.619 3.702
H 1.008 -1.714 0.436
H -1.128 0.673 -6.629
H -2.162 -0.709 -0.826
O 0.555 -2.479 0.041
C -0.835 -2.190 0.022
H 0.963 1.034 -5.282
N -1.182 0.708 4.281
C 0.041 0.682 -4.811
C -1.094 -0.943 -0.797
N 0.222 -1.083 3.455
H 0.840 -0.974 -4.168
H 1.174 -1.461 3.195
H -1.769 -0.370 -5.336
H -1.181 -2.061 1.052
H -0.355 -0.883 -6.247
```

Atomic partial charges in e from the Löwdin method, atoms 1 to 4: H 0.06; O -0.11; C -0.10; C -0.09

***

Record 2
Density functional theory data (wB97M-V/def2-TZVPD) for 2 unconnected molecules or ions with the total composition C7H16NO3 in a non-equilibrium geometry.

Charge: +1
Molar mass in g mol⁻¹: 162.209
E_LUMO in eV: -2.9
HOMO level in eV: -12.11

Structure (XYZ):
```
27
C7H16NO3, DFT wB97M-V/def2-TZVPD
H 0.242 2.071 0.288
H -0.522 -0.363 2.624
N -0.209 -0.951 1.908
H -1.247 0.829 -0.695
H 3.658 -0.704 0.958
H 0.465 -0.698 -1.791
C 3.187 0.335 0.984
H 3.776 1.139 0.572
H 0.049 -1.903 2.074
H 3.364 -0.222 -2.555
H 0.004 -2.505 -1.810
C -0.619 1.949 0.807
H -1.275 -1.413 -1.970
H -3.337 0.537 -0.052
H 2.784 0.657 2.000
H -1.301 2.707 0.646
H -2.953 0.558 1.809
H -2.712 -0.886 0.691
H -0.502 1.779 1.842
C -0.426 -0.544 0.717
C -1.263 0.655 0.345
O 2.018 0.305 0.113
C 2.034 0.134 -1.148
C -2.717 0.200 0.791
C -0.260 -1.462 -1.542
O 3.236 0.119 -1.687
O -0.081 -1.486 -0.136
```

Atomic partial charges in e from the Löwdin method, atoms 1 to 4: H 0.05; H 0.13; N 0.29; H 0.12

***

Record 3
Density functional theory data (wB97M-V/def2-TZVPD) for a gas-phase ion, C7H16NO3 (charge +1) in a non-equilibrium geometry.

Charge: +1
Molar mass in g mol⁻¹: 162.209
E_LUMO in eV: -2.7
Structure (SMILES): C/C(O)=C(/CC(O)O)[NH+](C)C
HOMO level in eV: -12.30

Structure (XYZ):
```
27
C7H16NO3, DFT wB97M-V/def2-TZVPD
H -0.214 2.185 0.021
O 0.101 -2.799 0.880
C 0.686 1.750 0.330
O -2.525 1.317 0.055
H 0.913 1.830 -2.142
H -2.284 -0.020 2.504
C -1.557 -0.898 -0.397
H 1.501 2.341 0.203
C 0.717 -1.699 0.446
O -1.681 -0.049 1.823
H -1.818 -0.796 -1.412
N 0.728 0.514 -0.533
C 0.305 1.054 -1.906
H -2.766 1.814 0.874
H -3.278 -0.479 0.895
H -1.589 -1.969 -0.170
C -2.372 0.048 0.606
H 2.485 -0.675 1.312
C -0.059 -0.691 -0.296
H 0.582 0.341 -2.776
H 1.717 0.397 -0.515
C 2.200 -1.521 0.663
H 0.574 -3.193 1.656
H -0.781 1.350 -1.989
H 2.811 -1.598 -0.139
H 2.740 -2.241 1.305
H 0.505 1.241 1.287
```

Atomic partial charges in e from the Löwdin method, atoms 1 to 4: H 0.07; O 0.08; C 0.05; O 0.02

***

Record 4
Density functional theory data (wB97M-V/def2-TZVPD) for a molecular structure, C7H16NOP in a non-equilibrium geometry.

Molar mass in g mol⁻¹: 161.185
E_LUMO in eV: 0.9
HOMO level in eV: -8.64

Structure (XYZ):
```
26
C7H16NOP, DFT wB97M-V/def2-TZVPD
H 3.199 -1.033 -1.127
C -0.745 -0.697 2.055
H -2.735 -1.629 -0.489
H -3.166 -0.135 0.164
H -0.669 -1.839 2.287
C -1.218 -0.575 0.618
C -0.084 -1.255 -0.292
H 1.402 -1.121 -2.444
C -2.601 -1.006 0.369
H 0.869 2.423 1.619
N 0.611 -0.058 -0.743
H 0.206 -0.183 2.214
C 2.960 0.013 -1.425
H -1.488 -0.387 2.776
H -3.077 -1.524 1.196
H 2.940 0.698 -0.585
H 0.588 -1.878 0.401
H 1.363 0.776 -2.673
C 1.474 -0.092 -1.934
C 0.063 2.427 0.940
O -1.628 1.663 -1.033
H 3.575 0.332 -2.222
P -0.666 1.073 -0.106
H -0.572 -1.922 -1.043
H 0.310 2.941 0.101
H -0.914 2.988 1.376
```

Atomic partial charges in e from the Löwdin method, atoms 1 to 4: H 0.08; C -0.11; H 0.08; H 0.06

***

Record 5
Density functional theory data (wB97M-V/def2-TZVPD) for 2 unconnected molecules or ions with the total composition C7H16O in a non-equilibrium geometry.

Molar mass in g mol⁻¹: 116.204
E_LUMO in eV: 0.9
Structure (SMILES): C=C(C)CCCC.O
HOMO level in eV: -9.41

Structure (XYZ):
```
24
C7H16O, DFT wB97M-V/def2-TZVPD
H -0.751 2.538 -3.137
H 0.656 -2.837 -1.493
H -0.949 0.785 -2.804
H -0.564 -0.835 -1.423
H 1.286 -3.676 0.037
C -0.245 1.639 -2.637
C 0.762 -2.799 -0.442
H 0.833 0.989 0.587
C -0.322 -0.559 -0.426
H 1.509 0.366 -0.934
H 0.663 1.458 -3.183
H 0.971 -2.524 2.202
H -1.659 1.562 1.848
O -1.253 1.683 2.684
H -0.335 1.460 2.500
H 0.592 2.816 -1.026
C -0.029 1.885 -1.142
H -0.492 -1.481 2.225
C 0.475 -1.642 1.769
H -1.262 -0.295 0.078
C 0.332 -1.740 0.257
H 1.115 -0.737 2.006
H -0.983 2.146 -0.612
C 0.593 0.683 -0.438
```

Atomic partial charges in e from the Löwdin method, atoms 1 to 4: H 0.09; H 0.04; H 0.07; H 0.08

***

Record 6
Density functional theory data (wB97M-V/def2-TZVPD) for 2 unconnected molecules or ions with the total composition C7H16O in a non-equilibrium geometry.

Charge: +1
Molar mass in g mol⁻¹: 116.204
E_LUMO (alpha / beta) in eV: -5.3 / -9.0
HOMO level (alpha / beta) in eV: -14.99 / -14.99
Multiplicity: 2

Structure (XYZ):
```
24
C7H16O, DFT wB97M-V/def2-TZVPD
H 1.014 0.005 1.205
H 1.247 2.315 -0.619
H -2.589 -0.029 0.058
H 0.047 -2.719 1.103
H -1.366 -0.281 1.180
H -1.147 2.020 0.816
C -1.355 2.007 -1.326
H 1.176 -1.740 -1.273
H -1.161 3.063 -1.463
H 0.601 -1.908 2.549
H 2.348 -0.929 0.573
C -1.471 -0.021 0.124
C -1.256 1.395 -0.065
C -0.820 -0.993 -0.843
H 1.138 3.222 0.647
C 0.705 -0.923 -0.738
H -1.177 -0.834 -1.864
H 1.713 -2.836 1.670
C 1.271 -0.915 0.691
H 1.052 0.020 -1.162
C 0.877 -2.153 1.519
O 1.752 2.801 0.036
H -1.140 -2.003 -0.577
H -1.459 1.434 -2.241
```

Atomic partial charges in e from the Löwdin method, atoms 1 to 4: H 0.09; H 0.00; H 0.20; H 0.06

***

Record 7
Density functional theory data (wB97M-V/def2-TZVPD) for a molecular structure, C7H16O2 in a non-equilibrium geometry.

Molar mass in g mol⁻¹: 132.203
E_LUMO in eV: 0.9
HOMO level in eV: -7.98

Structure (XYZ):
```
25
C7H16O2, DFT wB97M-V/def2-TZVPD
C 0.280 -0.646 -0.047
C 0.602 1.302 1.589
C -0.298 -1.242 -1.308
H -2.918 -0.193 -1.026
H 2.608 -1.370 0.204
H -0.485 -0.474 -2.062
H 0.377 -2.002 -1.713
C -1.870 0.687 0.655
H 2.096 -0.115 -2.248
H -1.203 -1.820 -1.118
H -2.075 1.720 0.362
O 2.556 -0.780 -1.715
C 2.238 -0.512 -0.370
H 0.226 -1.317 0.811
C 0.056 0.734 0.297
H 0.722 0.526 2.349
C -2.886 -0.255 0.065
H 0.151 1.420 -0.545
H -0.050 2.083 1.992
H 3.913 0.434 -0.152
H 1.542 1.830 1.423
H -3.902 0.005 0.396
O 2.973 0.620 0.015
H -1.921 0.650 1.746
H -2.730 -1.284 0.402
```

Atomic partial charges in e from the Löwdin method, atoms 1 to 4: C -0.22; C -0.10; C -0.09; H 0.07

***

Record 8
Density functional theory data (wB97M-V/def2-TZVPD) for 2 unconnected molecules or ions with the total composition C7H16O2 in a non-equilibrium geometry.

Molar mass in g mol⁻¹: 132.203
E_LUMO in eV: 0.8
Structure (SMILES): CC(=O)O.CCCCC
HOMO level in eV: -10.46

Structure (XYZ):
```
25
C7H16O2, DFT wB97M-V/def2-TZVPD
H -1.464 -0.889 -1.363
H -0.466 -0.142 1.085
H 0.755 3.180 -0.425
H 2.746 -2.502 -0.727
C 0.390 2.496 0.306
C -1.171 0.462 0.372
H -2.876 0.127 -0.883
H -3.450 -2.185 -0.239
C -1.989 -0.456 -0.476
O 2.851 -0.303 1.319
H 3.786 0.828 -0.457
C 1.998 -1.825 -0.251
C 2.835 -0.653 0.148
H -1.954 -2.262 0.874
H 1.161 2.100 1.006
H -1.733 1.027 1.120
H -0.411 3.154 0.801
H 1.616 -2.109 0.736
C -2.692 -1.560 0.343
H -1.164 1.825 -0.995
C -0.376 1.367 -0.467
O 3.445 0.040 -0.805
H -3.226 -1.039 1.178
H 0.237 0.872 -1.198
H 1.151 -1.554 -1.004
```

Atomic partial charges in e from the Löwdin method, atoms 1 to 4: H 0.11; H 0.14; H 0.04; H 0.10